Computed, not measured: one molecule with the formula C4H7NO, with wB97M-V/def2-TZVPD.

XYZ file:
```
13
Properties=species:S:1:pos:R:3:forces:R:3:mulliken_charge:R:1
O 0.016 1.629 -2.023 -0.043 -0.155 0.362 -0.596
C -0.481 1.138 -1.026 0.002 0.115 -0.015 -0.062
N 0.059 1.309 0.295 0.041 -0.098 -0.016 -0.056
C 0.260 0.255 1.098 -0.028 0.112 0.057 -0.270
C 0.679 -1.060 0.563 -0.014 0.087 0.002 -0.177
C -0.339 -1.104 -0.515 -0.024 -0.259 -0.141 -1.051
H -1.525 0.811 -0.937 0.165 0.054 -0.005 0.408
H 0.271 2.247 0.623 -0.085 -0.121 -0.112 0.244
H 0.100 0.421 2.170 0.051 0.005 -0.196 0.387
H 1.724 -1.049 0.225 -0.160 0.003 0.052 0.244
H 0.566 -1.835 1.330 0.036 0.112 -0.106 0.257
H -1.305 -1.528 -0.257 0.152 0.078 -0.021 0.337
H -0.025 -1.233 -1.546 -0.090 0.068 0.140 0.334
```
Positions in Å, forces in eV/Å.

Computed properties:
LUMO level (spin up / spin down) = -0.17 / 0.01 eV
HOMO level (spin up / spin down) = -7.171 / -7.384 eV
Relative energy (zero: lowest compared OMol25 entry of this formula, charge and spin) = 4.4379 eV
Energy = -7795.2065 eV
Gap between HOMO and LUMO (spin up / spin down) = 7.0 / 7.4 eV

***

Computed, not measured: one molecule with the formula C4H7NO, with wB97M-V/def2-TZVPD.

XYZ file:
```
13
Properties=species:S:1:pos:R:3:forces:R:3:mulliken_charge:R:1
O 2.309 0.650 0.139 0.028 -0.049 0.123 -0.487
C 1.031 0.511 -0.326 -0.192 0.168 -0.010 0.009
C -0.805 -0.533 -1.326 -0.203 -0.048 -0.065 -0.670
N -1.386 0.100 -0.291 -0.055 -0.184 -0.342 -0.407
C -0.941 -0.486 0.931 -0.050 -0.045 0.138 -0.271
C 0.008 0.627 0.654 0.275 -0.004 0.206 -0.415
H 2.342 0.300 1.040 0.112 0.040 -0.252 0.330
H 0.976 0.840 -1.349 -0.193 0.034 0.153 0.326
H -0.717 -1.619 -1.308 0.137 0.127 0.096 0.255
H -0.904 -0.054 -2.299 0.169 -0.104 0.123 0.416
H -0.523 -1.499 0.880 -0.173 0.164 -0.003 0.238
H -1.583 -0.324 1.795 0.004 0.067 -0.184 0.293
H 0.092 1.429 1.396 0.141 -0.165 0.017 0.382
```
Positions in Å, forces in eV/Å.

Computed properties:
LUMO level = 0.76 eV
HOMO level = -7.634 eV
Relative energy (zero: lowest compared OMol25 entry of this formula, charge and spin) = 5.2918 eV
Energy = -7794.3526 eV
Gap between HOMO and LUMO = 8.4 eV

***

Computed, not measured: one molecule with the formula C4H7NO in a non-equilibrium geometry, with wB97M-V/def2-TZVPD.

XYZ file:
```
13
Properties=species:S:1:pos:R:3:forces:R:3:mulliken_charge:R:1
N -2.275 0.066 0.447 -0.253 3.553 0.210 -0.650
C -1.101 0.101 0.082 2.826 -2.554 -0.877 0.419
C -0.055 1.166 -0.169 -0.179 0.769 -1.171 -0.754
C 1.042 0.091 -0.372 -2.124 -1.062 -3.659 0.090
O 2.038 0.156 0.507 0.210 0.380 3.395 -0.552
C 0.032 -1.122 -0.213 -1.363 1.636 0.124 -0.712
H -2.539 -0.818 0.690 -1.217 -3.109 0.319 0.266
H -0.273 1.738 -1.145 0.327 -0.434 1.748 0.256
H 0.218 1.818 0.711 -0.691 -0.276 -1.025 0.297
H 1.433 0.104 -1.398 0.114 0.050 0.231 0.421
H 1.424 0.285 1.285 2.194 -0.199 0.100 0.350
H 0.161 -1.774 0.657 0.271 0.298 0.098 0.300
H -0.105 -1.813 -1.083 -0.114 0.949 0.506 0.271
```
Positions in Å, forces in eV/Å.

Computed properties:
LUMO level = 0.88 eV
HOMO level = -9.376 eV
Relative energy (zero: lowest compared OMol25 entry of this formula, charge and spin) = 2.9242 eV
Energy = -7796.7202 eV
SMILES = N=C1CC(O)C1
Gap between HOMO and LUMO = 10.3 eV